(1)
{"formula": "C6H5Cl8N", "method": "ωB97M-V/def2-TZVPD", "species": ["Cl", "Cl", "N", "Cl", "H", "C", "Cl", "C", "Cl", "C", "Cl", "Cl", "H", "H", "H", "C", "C", "H", "Cl", "C"], "coordinates": [[-31.8984, -14.3459, 16.9536], [-29.4102, -13.5413, 15.8833], [-33.4891, -12.1401, 10.1142], [-30.3364, -16.2680, 15.4689], [-34.9774, -12.2655, 8.7019], [-35.4721, -12.3205, 10.9581], [-31.8872, -11.2905, 14.7771], [-34.7972, -12.2544, 9.7667], [-31.2655, -9.1397, 12.8900], [-33.3086, -12.2965, 11.4446], [-29.9197, -11.7622, 12.6805], [-29.2094, -9.9800, 14.8022], [-32.3312, -12.4582, 11.8747], [-34.7529, -12.5364, 13.0702], [-36.5397, -12.4542, 11.0510], [-34.5554, -12.4431, 12.0125], [-30.6057, -10.5506, 13.8227], [-32.7722, -12.0357, 9.4105], [-31.7040, -14.1568, 14.1215], [-30.8549, -14.6122, 15.5792]], "forces_ev_per_angstrom": [[-0.505, -0.201, 0.433], [-0.375, -0.489, -0.505], [1.092, -0.450, -1.043], [0.151, -0.385, 0.059], [-0.752, 0.171, 0.271], [-1.783, -1.036, -0.468], [0.382, 1.182, 0.077], [0.579, 0.728, 0.285], [0.319, -0.868, 0.512], [0.112, -0.408, 0.701], [-0.232, 0.533, 0.171], [-0.829, -0.156, -0.064], [-0.096, 0.424, -0.120], [-0.085, -0.090, -0.142], [0.006, 0.138, -0.012], [0.780, 0.649, 0.078], [0.489, 0.384, -0.577], [0.068, -0.129, 0.434], [-0.004, -0.857, -0.398], [0.683, 0.860, 0.308]], "homo_lumo_gap_ev": 8.299, "lumo_ev": 0.0, "smiles": "ClC(Cl)(Cl)Cl.ClC(Cl)(Cl)Cl.c1cc[nH]c1", "max_force_ev_per_a": 2.11}

(2)
{"formula": "C5H13NO", "method": "ωB97M-V/def2-TZVPD", "species": ["H", "H", "H", "H", "H", "C", "C", "H", "H", "H", "C", "C", "C", "H", "H", "H", "H", "O", "N", "H"], "coordinates": [[2.9149, 0.6652, -0.5658], [-1.8720, -2.0754, -2.9705], [-0.0534, -1.1357, 0.4295], [0.5370, 0.2658, 2.9149], [0.6913, 1.4879, 1.1621], [-1.1954, -1.5780, -2.2874], [1.1075, 1.3637, 0.1686], [-0.3422, 0.8835, 3.7677], [1.4023, 2.3248, -0.2547], [-0.1707, -1.5966, -2.6366], [0.1093, 0.6358, -0.7801], [-0.7281, -0.4660, -0.0977], [-1.6272, -1.1205, -1.1301], [-1.3167, -0.0184, 0.7000], [-0.5146, 1.4535, -1.1581], [2.2560, -0.3976, 0.5574], [-2.6413, -1.1628, -0.7603], [-0.4309, 0.2647, 3.0148], [2.2898, 0.5762, 0.2456], [0.6078, 0.1744, -1.6316]], "forces_ev_per_angstrom": [[0.122, 0.171, 0.536], [-0.131, 0.088, 0.015], [0.039, -0.556, -0.137], [-0.140, -0.923, -0.610], [-0.440, -0.058, 0.042], [-0.497, -0.733, -0.676], [1.347, 0.500, 0.668], [-1.363, -0.212, 0.030], [-0.199, -0.033, 0.024], [0.131, 0.280, 0.265], [-1.011, -0.827, -0.399], [0.351, 0.984, 0.024], [0.730, 0.426, 1.227], [-0.124, 0.031, -0.048], [0.037, -0.094, -0.036], [-0.047, 0.294, 0.509], [-0.291, -0.244, -0.608], [1.591, 1.143, 0.780], [-0.364, -0.599, -1.549], [0.260, 0.361, -0.058]], "homo_lumo_gap_ev": [10.035, 4.904], "charge": 1, "lumo_ev": [-3.5, -8.5], "multiplicity": 2, "max_force_ev_per_a": 2.11}